(1)
This record from the Open Molecules 2025 dataset describes the molecule C5H7NOS at a distorted geometry. The level of theory is ωB97M-V with the def2-TZVPD basis set.

spin multiplicity: 1
SMILES: O[C@@H]1C[C@@H]2C=NS[C@H]12
energy relative to the best compared isomer or geometry (same formula, charge and spin): 2.711 eV
E_LUMO: 0.75 eV

Cartesian coordinates (Å):
1 O 1.8365 -0.5280 -1.5519
2 C 1.2253 -1.0593 -0.4221
3 C -0.2402 -1.6679 -0.5333
4 C -0.5255 -0.9325 0.7539
5 C -1.7431 -0.0419 0.7730
6 N -1.7114 1.1690 0.4587
7 S 0.0235 1.5990 0.1040
8 C 0.7661 -0.0669 0.5892
9 H 1.4752 0.3003 -1.8320
10 H 1.9681 -1.6249 0.1566
11 H -0.9788 -1.2301 -1.2425
12 H -0.5554 -2.7491 -0.5904
13 H -0.5690 -1.4536 1.6616
14 H -2.7859 -0.5079 1.0750
15 H 1.4624 0.3324 1.3484

---

(2)
This record from the Open Molecules 2025 dataset describes the molecule C5H7NOS at a distorted geometry. The level of theory is ωB97M-V with the def2-TZVPD basis set.

spin multiplicity: 1
SMILES: COc1cc[nH]c1S
energy relative to the best compared isomer or geometry (same formula, charge and spin): 1.694 eV
E_LUMO: 0.84 eV

Cartesian coordinates (Å):
1 C 2.1231 -1.1733 0.0258
2 O 0.6987 -1.2735 -0.1698
3 C -0.0643 -0.1565 -0.0531
4 C 0.3518 1.1955 -0.0468
5 C -0.8066 1.9446 -0.0195
6 N -1.8762 1.1219 -0.0626
7 C -1.4490 -0.2204 -0.0030
8 S -2.4981 -1.5761 -0.0514
9 H 2.2784 -0.5282 0.9661
10 H 2.6375 -0.6468 -0.8225
11 H 2.5004 -2.2000 0.1671
12 H 1.4186 1.4735 -0.1345
13 H -1.0108 3.0235 -0.2045
14 H -2.8708 1.3900 0.2736
15 H -1.4326 -2.3742 0.1352

---

(3)
This record from the Open Molecules 2025 dataset describes the molecule C5H7NOS at a distorted geometry. The level of theory is ωB97M-V with the def2-TZVPD basis set.

spin multiplicity: 1
SMILES: O=C[C@H]1CCN1C=S
energy relative to the best compared isomer or geometry (same formula, charge and spin): 1.698 eV
E_LUMO: 0.33 eV

Cartesian coordinates (Å):
1 O 1.5540 -2.3276 1.2608
2 C 0.6603 -1.5408 1.0257
3 C 0.7663 -0.4556 -0.0285
4 C -0.0820 -0.7111 -1.2965
5 C -0.9035 0.5599 -0.9609
6 N -0.0839 0.7108 0.2302
7 C -0.0908 1.6627 1.1739
8 S -1.1314 2.9238 1.2229
9 H -0.3152 -1.6008 1.5412
10 H 1.8231 -0.1993 -0.2058
11 H -0.6547 -1.6467 -1.2723
12 H 0.5013 -0.6633 -2.2548
13 H -0.7860 1.3756 -1.6547
14 H -1.9630 0.4080 -0.7215
15 H 0.7055 1.5045 1.9404

---

(4)
This record from the Open Molecules 2025 dataset describes the molecule C5H7NOS at a distorted geometry. The level of theory is ωB97M-V with the def2-TZVPD basis set.

spin multiplicity: 1
SMILES: NSCc1ccco1
energy relative to the best compared isomer or geometry (same formula, charge and spin): 2.463 eV
E_LUMO: 0.78 eV

Cartesian coordinates (Å):
1 N 1.0961 2.0212 0.1979
2 S -0.3274 2.4370 0.9462
3 C -1.1659 0.5112 1.2691
4 C -0.5487 -0.4168 0.3438
5 C -0.9888 -0.8033 -0.8485
6 C -0.0058 -1.6735 -1.4285
7 C 0.9469 -1.7897 -0.4342
8 O 0.6240 -1.0262 0.6327
9 H 1.2295 2.5818 -0.5593
10 H 1.9199 1.9662 0.7027
11 H -2.2074 0.5641 1.3048
12 H -0.6748 0.4145 2.1633
13 H -1.7794 -0.3811 -1.3717
14 H 0.0493 -2.0038 -2.5335
15 H 1.8326 -2.4018 -0.3849

---

(5)
This record from the Open Molecules 2025 dataset describes a structure of composition C5H7NOS at a distorted geometry. The level of theory is ωB97M-V with the def2-TZVPD basis set.

spin multiplicity: 1
energy relative to the best compared isomer or geometry (same formula, charge and spin): 9.459 eV
E_LUMO: -2.88 eV

Cartesian coordinates (Å):
1 C 1.1969 0.3845 -0.4934
2 C 0.0035 -0.2274 -0.2220
3 C -1.1423 0.6737 -0.8904
4 C -0.1722 1.5110 -1.7204
5 C -0.1359 -1.1460 0.7705
6 H 2.5584 -0.0702 1.3274
7 H 3.4327 1.5855 0.7558
8 H -1.5538 1.4642 0.1476
9 H -2.2479 0.1069 -1.2573
10 H -0.1237 1.2720 -2.8226
11 H -0.3787 2.4835 -1.5228
12 H 0.7973 -1.6045 1.1373
13 N 2.2906 0.3186 0.1713
14 O 1.1146 1.3182 -1.4637
15 S -1.6210 -1.5743 1.7550

---

(6)
This record from the Open Molecules 2025 dataset describes a structure of composition C5H7NS at a distorted geometry. The level of theory is ωB97M-V with the def2-TZVPD basis set.

spin multiplicity: 1
energy relative to the best compared isomer or geometry (same formula, charge and spin): 4.855 eV
E_LUMO: 0.92 eV

Cartesian coordinates (Å):
1 C 0.1153 0.1628 2.1203
2 C 0.4095 0.5305 0.7164
3 C 0.5161 -0.1814 -1.5159
4 C -0.8335 -0.8926 -1.5350
5 C -0.5406 0.1241 -0.3471
6 H -0.9676 -0.1101 2.3679
7 H 0.3041 -0.9203 2.0730
8 H 0.6547 0.6867 2.9426
9 H 1.3439 -0.8190 -1.0457
10 H -0.5751 -1.8453 -1.3636
11 H -1.6439 -0.6192 -2.3299
12 H -0.9889 1.0288 -0.8049
13 N 1.1682 1.4163 0.2446
14 S 1.0378 1.4387 -1.5226

---

(7)
This record from the Open Molecules 2025 dataset describes the molecule C5H7NS at a distorted geometry. The level of theory is ωB97M-V with the def2-TZVPD basis set.

spin multiplicity: 1
energy relative to the best compared isomer or geometry (same formula, charge and spin): 4.104 eV
E_LUMO (spin up / spin down): 0.73 / 0.73 eV

Cartesian coordinates (Å):
1 C -2.1222 -0.1447 0.0875
2 C -2.1798 1.1891 0.5894
3 C -0.8818 -0.6535 -0.1200
4 C 0.3886 1.0112 0.0561
5 C 1.8486 0.9983 0.2544
6 N -0.2973 -1.7290 -0.6914
7 S -0.7013 1.9698 0.8585
8 H -3.1066 -0.7067 0.1815
9 H -3.0406 1.7345 0.9596
10 H 2.2861 1.9126 -0.1115
11 H 1.9267 0.8383 1.2915
12 H 2.2718 0.1443 -0.3408
13 H -0.6072 -2.2039 -1.5265
14 H 0.6829 -1.8389 -0.6050

---

(8)
This record from the Open Molecules 2025 dataset describes the molecule C5H7NS at a distorted geometry. The level of theory is ωB97M-V with the def2-TZVPD basis set.

spin multiplicity: 1
SMILES: Cc1cc(S)c[nH]1
energy relative to the best compared isomer or geometry (same formula, charge and spin): 0.165 eV
E_LUMO: 0.93 eV

Cartesian coordinates (Å):
1 C 2.9238 -0.6393 0.0065
2 C 1.5070 -0.2211 -0.0107
3 C 0.3273 -0.9041 0.0176
4 C -0.7549 0.0446 0.0164
5 S -2.4960 -0.2241 -0.0059
6 C -0.1721 1.2846 0.0041
7 N 1.1619 1.1329 -0.0129
8 H 3.5047 -0.0942 -0.8475
9 H 3.4947 -0.4493 0.9519
10 H 2.9769 -1.7210 -0.1754
11 H 0.1858 -1.9855 -0.0383
12 H -2.4519 -1.5732 0.0153
13 H -0.6967 2.1932 0.0113
14 H 1.8032 1.8960 0.0638

---

(9)
This record from the Open Molecules 2025 dataset describes the molecule C5H7NS at a distorted geometry. The level of theory is ωB97M-V with the def2-TZVPD basis set.

spin multiplicity: 3
energy relative to the best compared isomer or geometry (same formula, charge and spin): 1.287 eV
E_LUMO (spin up / spin down): 0.90 / -0.67 eV

Cartesian coordinates (Å):
1 C 0.3534 1.3502 -0.0407
2 C 1.0008 0.2329 -0.1813
3 C -1.3824 -0.9810 -0.0945
4 C -1.1175 1.6174 0.1713
5 C 1.9446 -0.8994 -0.1242
6 N -1.4918 -2.1842 -0.0279
7 S -2.3505 0.3376 0.2984
8 H 0.9303 2.2317 -0.2061
9 H -1.0835 2.3202 0.9491
10 H -1.3177 2.3377 -0.5876
11 H 2.2593 -1.1683 -1.1137
12 H 1.6177 -1.8318 0.3848
13 H 2.9390 -0.6725 0.1925
14 H -2.3016 -2.6905 0.3799

---

(10)
This record from the Open Molecules 2025 dataset describes the molecule C5H7NS2. The level of theory is ωB97M-V with the def2-TZVPD basis set.

spin multiplicity: 1
SMILES: CC1=CN(C=S)SC1
energy relative to the best compared isomer or geometry (same formula, charge and spin): 0.806 eV
E_LUMO: 0.48 eV

Cartesian coordinates (Å):
1 C -1.6700 -1.4801 -0.0053
2 C -0.6811 -0.3572 -0.0011
3 C 0.6369 -0.4670 -0.0038
4 N 1.3574 0.7467 -0.0083
5 C 2.6897 0.8779 0.0082
6 S 3.8024 -0.3283 -0.0004
7 S 0.2800 2.1310 0.0004
8 C -1.1947 1.0727 -0.0007
9 H -2.3140 -1.4421 -0.8893
10 H -2.3217 -1.4627 0.8933
11 H -1.1816 -2.4331 0.0050
12 H 1.2287 -1.3501 0.0146
13 H 2.9855 1.9307 -0.0211
14 H -1.7908 1.2804 -0.8750
15 H -1.8267 1.2812 0.8834

---

(11)
This record from the Open Molecules 2025 dataset describes a cluster of 2 separate species, C5H7NS2 in total at a distorted geometry. The level of theory is ωB97M-V with the def2-TZVPD basis set.

spin multiplicity: 1
energy relative to the best compared isomer or geometry (same formula, charge and spin): 3.734 eV
E_LUMO (spin up / spin down): -0.08 / 0.03 eV

Cartesian coordinates (Å):
1 C 1.0012 1.3150 0.0884
2 C 0.0816 1.3966 1.0218
3 C -2.5353 -0.4138 0.0933
4 C 1.4592 -0.0537 -0.3523
5 C -0.2898 0.1893 1.4823
6 N -2.2229 -1.6310 -0.2483
7 S -3.7431 0.6475 -0.2188
8 S 0.5540 -1.2300 0.7626
9 H 1.6449 2.2235 -0.3668
10 H -0.3735 2.2626 1.4974
11 H 1.0930 -0.1374 -1.3691
12 H 2.5256 -0.2207 -0.0610
13 H -0.7566 -0.0226 2.4653
14 H -1.2489 -1.9263 -0.0728
15 H -2.5015 -1.8909 -1.1649

---

(12)
This record from the Open Molecules 2025 dataset describes the molecule C5H7NSSi at a distorted geometry. The level of theory is ωB97M-V with the def2-TZVPD basis set.

spin multiplicity: 1
SMILES: S[SiH2]c1cccnc1
E_LUMO: 0.04 eV

Cartesian coordinates (Å):
1 S 3.1359 -0.8386 1.0547
2 Si 2.1573 0.7474 -0.0943
3 C 0.2923 0.2380 -0.1665
4 C -0.7185 1.1100 0.6425
5 C -2.1818 0.5453 0.5178
6 C -2.3442 -0.7146 -0.3461
7 N -1.4009 -1.4543 -1.0970
8 C -0.0642 -0.9889 -1.0205
9 H 2.2574 -1.9281 1.0565
10 H 2.2998 2.0533 0.5609
11 H 2.7350 0.8299 -1.4505
12 H -0.4410 2.0186 1.2609
13 H -3.0584 1.0516 1.0602
14 H -3.4209 -1.1248 -0.3882
15 H 0.7522 -1.5449 -1.5904

---

(13)
This record from the Open Molecules 2025 dataset describes a cluster of 2 separate species, C5H7O3 in total at a distorted geometry. The level of theory is ωB97M-V with the def2-TZVPD basis set.

total charge: +1
spin multiplicity: 1
energy relative to the best compared isomer or geometry (same formula, charge and spin): 0.502 eV
E_LUMO (spin up / spin down): -6.82 / -6.82 eV

Cartesian coordinates (Å):
1 C 1.1115 -1.4396 0.0237
2 C -0.4084 0.0431 1.8461
3 C 0.6511 -0.2023 -0.2900
4 C -2.3522 0.5126 -0.2620
5 C 1.0104 0.6551 -1.4204
6 O -2.0346 1.6103 -0.3923
7 O -0.3075 0.4157 0.6634
8 O -2.7030 -0.5847 -0.2155
9 H 0.6812 -1.8632 0.8982
10 H 1.8646 -1.8926 -0.5232
11 H 0.2454 -0.7023 2.3633
12 H -1.0626 0.5462 2.5377
13 H 0.3024 0.5436 -2.1873
14 H 1.0199 1.8299 -1.1079
15 H 1.9819 0.5285 -1.9338

---

(14)
This record from the Open Molecules 2025 dataset describes a structure of composition C5H7O3Rb at a distorted geometry. The level of theory is ωB97M-V with the def2-TZVPD basis set.

total charge: +1
spin multiplicity: 2
energy relative to the best compared isomer or geometry (same formula, charge and spin): 1.013 eV
E_LUMO (spin up / spin down): -3.95 / -3.95 eV

Cartesian coordinates (Å):
1 O 0.0819 1.0259 0.7419
2 C 1.2907 0.4898 1.1504
3 O 1.5223 -0.7190 0.7824
4 Rb 5.6166 0.2697 3.8554
5 O 2.1513 1.2798 1.5007
6 C -0.9868 0.1781 0.5626
7 H -1.1083 -0.5137 1.4074
8 H -3.0850 0.0503 -0.0133
9 C -2.1508 0.5736 -0.2194
10 H -2.0719 1.5051 -0.7826
11 C -0.7408 -0.7829 -0.8918
12 C -0.1145 -0.2969 -2.0305
13 H -1.3794 -1.6648 -1.0104
14 H -0.3857 -0.6835 -3.0135
15 H 0.6638 -1.1418 -0.0795
16 H 0.6966 0.4302 -1.9597

---

(15)
This record from the Open Molecules 2025 dataset describes a structure of composition C5H7O5P at a distorted geometry. The level of theory is ωB97M-V with the def2-TZVPD basis set.

spin multiplicity: 1
energy relative to the best compared isomer or geometry (same formula, charge and spin): 1.913 eV
E_LUMO (spin up / spin down): -0.19 / -0.19 eV

Cartesian coordinates (Å):
1 C -3.8207 -0.2010 -0.0088
2 C -2.5880 -0.6421 -0.1787
3 C -1.4272 0.2326 -0.0008
4 C 2.4296 -0.2874 -0.2548
5 C 1.1882 0.5964 -0.5108
6 O -4.8098 0.3862 -0.0682
7 O 0.1867 -1.9267 -0.4557
8 O -1.6457 1.4689 0.3443
9 O 2.2804 -0.7182 1.0833
10 O 0.9952 1.7716 0.2417
11 P 0.0474 -0.6536 0.2410
12 H -2.2884 -1.7208 -0.1841
13 H 2.2682 -1.1077 -0.9744
14 H 3.3440 0.1613 -0.2979
15 H 1.2831 0.7134 -1.5949
16 H -0.8986 1.9984 0.2886
17 H 2.3587 -1.7201 1.1990
18 H 1.0971 1.6487 1.1311

---

(16)
This record from the Open Molecules 2025 dataset describes a structure of composition C5H7O5S2 at a distorted geometry. The level of theory is ωB97M-V with the def2-TZVPD basis set.

total charge: -1
spin multiplicity: 1
energy relative to the best compared isomer or geometry (same formula, charge and spin): 0.334 eV
E_LUMO: 3.20 eV

Cartesian coordinates (Å):
1 C 0.5856 1.7158 0.5649
2 C -0.4648 0.5249 0.3082
3 C -0.6605 0.2102 -1.1488
4 C -0.2663 -0.5079 1.3929
5 C -1.0058 -1.2376 -1.4384
6 O 3.2929 -0.8043 1.1274
7 O 0.1576 2.8208 0.8081
8 O 1.7817 1.3045 0.4933
9 O 1.6196 -1.2702 -0.6452
10 O -0.4522 1.0458 -1.9987
11 S -2.1956 1.2724 0.3222
12 S 2.6898 -0.3961 -0.1025
13 H 0.9015 -0.5126 1.4881
14 H -0.4534 -1.4828 0.7956
15 H -0.8352 -0.4226 2.2772
16 H -0.0464 -1.8660 -1.2859
17 H -1.2116 -1.2820 -2.4331
18 H -1.8875 -1.5254 -0.8552
19 H -1.5495 2.4131 0.3301

---

Electronic energy values, unit eV, following the record order: -19668.892 -19669.909 -19669.905 -19669.140 -19662.144 -17618.791 -17619.542 -17623.481 -17617.714 -28458.061 -28455.133 -25498.778 -11430.765 -12086.418 -24821.106 -37207.309.